--- A ---
DFT (wB97M-V/def2-TZVPD) results for a single C4H4F2 molecule.

Calculated values
**E_LUMO**: 0.6 eV
**Kohn-Sham gap**: 9.230 eV

The geometry in ORCA input format:
```
! wB97M-V def2-TZVPD RIJCOSX def2/J DEFGRID3
* xyz 0 1
F -0.2108 2.4433 -0.7245
F 0.3586 -2.0678 0.9524
C -0.0135 -1.8708 -0.4098
C -0.1407 -0.5816 -0.6333
C -0.1167 0.3165 0.3869
C -0.0443 1.7165 0.3529
H 0.2509 2.3179 1.1826
H -0.2763 -0.2348 -1.7182
H 0.4713 -0.0160 1.3363
H 0.1151 -2.9296 -1.0312
*
```

--- B ---
DFT (wB97M-V/def2-TZVPD) results for 2 unconnected molecules or ions with the total composition C4H4F2.

Calculated values
**E_LUMO**: 0.4 eV
**Kohn-Sham gap**: 10.061 eV

The geometry in ORCA input format:
```
! wB97M-V def2-TZVPD RIJCOSX def2/J DEFGRID3
* xyz 0 1
F -1.6064 2.6577 -0.4762
F -1.4743 0.0162 -2.8161
C 1.4857 -0.7445 1.2142
C -0.9722 0.1308 -0.2731
C -1.3439 1.4318 -0.7322
C -1.4351 0.3990 -1.5812
H 1.7011 -1.1146 0.1429
H 2.1315 -0.8648 2.0855
H 0.8725 -1.7358 1.1443
H 0.6410 -0.1757 1.2920
*
```

Computed energies relative to the best structure, in hartree: A 0.0000; B 0.1202

--- A ---
DFT (wB97M-V/def2-TZVPD) results for a single C4H4F2 molecule.

Calculated values
**E_LUMO (spin up / spin down)**: 0.1 / 0.1 eV
**Kohn-Sham gap (spin up / spin down)**: 8.198 / 8.203 eV

The geometry in ORCA input format:
```
! wB97M-V def2-TZVPD RIJCOSX def2/J DEFGRID3
* xyz 0 1
F -3.8172 0.2336 0.0566
F -1.7661 -1.6958 -0.1781
C -1.4037 -0.4497 -0.0596
C 0.9274 -0.9195 0.1087
C -0.0797 -0.0126 -0.0115
C -2.5501 0.6360 0.0855
H 0.8169 -1.9229 0.1986
H -2.5147 1.7360 0.0071
H 2.0176 -0.7183 0.0385
H -0.0215 0.9971 -0.0794
*
```

--- B ---
DFT (wB97M-V/def2-TZVPD) results for a single C4H4F2 molecule.

Calculated values
**E_LUMO**: 0.9 eV
**Kohn-Sham gap**: 11.351 eV

The geometry in ORCA input format:
```
! wB97M-V def2-TZVPD RIJCOSX def2/J DEFGRID3
* xyz 0 1
F -0.4532 1.5237 -0.5444
F 1.4433 -1.2601 -0.6604
C 0.7705 0.9721 -0.0036
C -0.7874 -0.7662 -0.0579
C 0.5949 -0.5088 0.2861
C -1.9782 -0.9072 -0.2661
H -2.9970 -0.9638 -0.2691
H 0.8884 -0.6765 1.2715
H 0.9484 1.4644 0.9548
H 1.5704 1.1224 -0.7109
*
```

Computed energies relative to the best structure, in hartree: A 0.0128; B 0.0000

--- A ---
DFT (wB97M-V/def2-TZVPD) results for 2 unconnected molecules or ions with the total composition C3H10S.

Calculated values
**E_LUMO**: 1.0 eV
**Kohn-Sham gap**: 10.004 eV

The geometry in ORCA input format:
```
! wB97M-V def2-TZVPD RIJCOSX def2/J DEFGRID3
* xyz 0 1
S -1.4236 -2.4596 -0.5020
C 1.2942 0.7754 -0.6184
C 0.2818 1.8577 -0.2882
C -1.0833 -1.7234 1.1216
H 0.5214 2.7905 -0.7890
H 1.0894 0.1789 -1.5165
H -0.7061 1.6006 -0.6662
H -1.9739 -1.2709 1.5330
H -0.8924 -1.5035 -1.2823
H -0.3231 -0.9496 1.0426
H -0.7428 -2.5122 1.7863
H 0.2338 2.0303 0.7806
H 2.3017 1.1348 -0.7883
H 1.4228 0.0511 0.1867
*
```

--- B ---
DFT (wB97M-V/def2-TZVPD) results for 2 unconnected molecules or ions with the total composition C3H10S.

Calculated values
**E_LUMO**: 1.0 eV
**Kohn-Sham gap**: 10.052 eV

The geometry in ORCA input format:
```
! wB97M-V def2-TZVPD RIJCOSX def2/J DEFGRID3
* xyz 0 1
S 1.0406 -3.0191 0.2423
C -0.3295 2.0231 -0.5165
C -0.5524 -2.3412 -0.2345
C 0.4671 1.4429 0.6656
H 0.7662 2.2043 1.3754
H -0.4821 -1.4045 -0.7923
H -0.1556 0.6958 1.1639
H -1.2421 -2.2318 0.5910
H -0.9788 -3.0240 -0.9613
H 0.1740 2.8992 -0.9330
H 1.6402 -1.8759 0.5858
H 1.3668 0.9726 0.2771
H -1.2883 2.3897 -0.1641
H -0.4259 1.2691 -1.2993
*
```

Computed energies relative to the best structure, in hartree: A 0.0022; B 0.0000

--- A ---
DFT (wB97M-V/def2-TZVPD) results for 3 unconnected molecules or ions with the total composition C6H16O2.

Calculated values
**E_LUMO**: 0.6 eV
**Kohn-Sham gap**: 9.691 eV

The geometry in ORCA input format:
```
! wB97M-V def2-TZVPD RIJCOSX def2/J DEFGRID3
* xyz 0 1
O 3.3551 -0.9884 -0.9752
O 1.0427 -2.4649 1.6133
C -0.1935 0.0088 0.5898
C -0.9348 -0.8033 -0.4791
C -0.1895 1.9006 2.1622
C -1.3509 0.0445 -1.7488
C -0.8921 0.9607 1.2195
C -0.4298 1.2327 -2.0232
H -2.4159 0.2447 -1.6452
H -0.7792 1.8938 3.0936
H 0.7800 -0.3661 0.8575
H -0.6489 1.6519 -3.0067
H -0.2629 -1.5418 -0.9215
H 0.1260 -2.3771 1.9498
H -1.2475 -0.6540 -2.5848
H 0.7488 1.4706 2.5239
H 1.3066 -3.3113 1.9730
H -0.5854 1.9381 -1.2161
H 0.6115 0.9331 -2.1019
H -1.8981 1.1136 0.8464
H -1.7690 -1.3198 -0.0073
H 2.7663 -1.0850 -0.2155
H 0.0471 2.8894 1.7801
H 2.8132 -1.3707 -1.6839
*
```

--- B ---
DFT (wB97M-V/def2-TZVPD) results for 2 unconnected molecules or ions with the total composition C6H16O2.

Calculated values
**E_LUMO**: 0.7 eV
**Kohn-Sham gap**: 10.569 eV

The geometry in ORCA input format:
```
! wB97M-V def2-TZVPD RIJCOSX def2/J DEFGRID3
* xyz 0 1
O -1.5751 -1.9216 3.1765
O -2.4085 1.7805 -2.1345
C 1.7916 -1.6204 -0.1224
C 0.2189 0.2550 -0.1137
C 0.8618 0.8173 1.1822
C -0.5249 1.3095 -0.7649
C 1.5548 -0.3167 -0.8602
C -1.2991 0.8797 -1.9738
H 0.2087 2.0769 -0.8519
H 1.5586 1.5734 0.8325
H -2.1384 -2.4891 3.6148
H 1.3434 -1.4190 0.9470
H -3.1733 1.4618 -1.6673
H 1.3544 0.1710 1.9116
H 1.0872 -2.4371 -0.4010
H 2.4127 0.2606 -1.0034
H 1.1683 -0.6211 -1.9346
H -1.2735 -1.4434 3.9962
H 0.0401 1.6102 1.4650
H -1.0819 1.9366 -0.1200
H -1.7368 -0.1750 -1.9835
H 2.7712 -2.0411 -0.2034
H -0.4147 -0.6613 0.0293
H -0.7454 1.0134 -3.0205
*
```

Computed energies relative to the best structure, in hartree: A 0.0000; B 0.0572

--- A ---
DFT (wB97M-V/def2-TZVPD) results for 2 unconnected molecules or ions with the total composition C9H18N2.

Calculated values
**E_LUMO**: 0.9 eV
**Kohn-Sham gap**: 9.347 eV

The geometry in ORCA input format:
```
! wB97M-V def2-TZVPD RIJCOSX def2/J DEFGRID3
* xyz 0 1
N -0.6471 -2.6476 -0.0063
N 0.8129 -1.0513 -0.7154
C -0.1391 -1.1849 -1.7169
C -0.0713 2.0802 1.6201
C -1.1006 -2.0394 -1.2159
C -0.0999 2.8865 2.9152
C 1.1213 1.1669 1.5981
C -1.3400 1.2613 2.0544
C -0.1190 -0.3678 -2.9308
C 0.5697 -1.9689 0.2067
C 1.0544 0.6511 -2.7258
H 1.9955 1.2585 0.6986
H -1.1914 -3.0873 0.6896
H -1.0493 3.0255 3.3638
H 0.8783 1.2967 -3.5126
H -0.0348 -0.9142 -3.8862
H -2.1092 -2.3212 -1.5901
H -0.1576 2.5495 0.6191
H 1.2047 -1.8721 1.0869
H -1.1792 0.2149 -3.1241
H -2.4008 1.5353 2.3286
H 1.6594 0.9641 2.4131
H 1.2240 0.9065 -1.6943
H 0.3074 3.8611 2.8337
H -1.5934 0.6664 1.1236
H 0.5441 2.4042 3.6554
H 0.6946 0.0709 1.2835
H -1.1909 0.3612 2.7009
H 1.9846 0.0633 -2.7683
*
```

--- B ---
DFT (wB97M-V/def2-TZVPD) results for a single C9H18N2 molecule.

Calculated values
**E_LUMO**: 1.0 eV
**Kohn-Sham gap**: 8.277 eV

The geometry in ORCA input format:
```
! wB97M-V def2-TZVPD RIJCOSX def2/J DEFGRID3
* xyz 0 1
N 0.2581 -0.2180 -0.3882
N -1.0099 0.1954 -0.8983
C 0.1110 -1.2290 0.6782
C 1.4821 -1.3483 1.4558
C 2.7134 -1.2385 0.5708
C -3.3120 0.9169 -0.0373
C -1.1518 1.5574 -1.3920
C 1.2707 -0.4936 -1.4330
C -1.7754 1.1079 -0.0384
C 2.4048 -1.3862 -0.9253
C -1.2043 1.8577 1.1864
H -3.5210 -0.0262 -0.5925
H 3.1501 -0.2472 0.7091
H 1.4928 -0.5572 2.2215
H -0.2959 2.2461 -1.3714
H -1.7838 1.7246 -2.2755
H -1.4774 1.3479 2.1030
H 0.7976 -0.9987 -2.2624
H -0.6977 -0.9750 1.3413
H 3.3023 -1.1787 -1.4938
H 1.6254 0.4329 -1.8243
H 3.4601 -1.9852 0.8971
H -1.6340 2.8972 1.2358
H -3.7367 0.9061 0.9615
H -0.1461 -2.1794 0.2208
H 2.1300 -2.4328 -1.1335
H -0.1099 1.9120 1.1304
H -3.8134 1.6865 -0.5973
H 1.4710 -2.2948 1.9514
*
```

Computed energies relative to the best structure, in hartree: A 0.0501; B 0.0000